# 1
ORCA calculation (ωB97M-V/def2-TZVPD) on an isolated ion of composition C3H9N4 and charge +1.

Energy relative to the best compared isomer or geometry (same formula, charge and spin)   99.05 kcal/mol
Kohn-Sham gap   10.590 eV
HOMO energy   -0.5390 hartree
SMILES   C[C@@H]1NN=[N+](C)N1

The geometry in ORCA input format:
```
! RIJCOSX wB97M-V def2-TZVPD def2/J DEFGRID3
* xyz 1 1
C 0.018 1.015 -0.854
C -0.957 1.869 0.026
C 0.789 -1.948 1.339
N -0.500 -1.247 -0.487
N -0.810 -0.249 -1.148
N 1.138 0.459 -0.089
N 0.527 -1.087 0.183
H 0.333 1.405 -1.845
H -1.708 2.397 -0.648
H -0.334 2.608 0.550
H -1.471 1.232 0.828
H 0.606 -2.994 0.908
H 0.064 -1.584 2.155
H 1.875 -1.907 1.476
H -1.577 -0.321 -1.764
H 2.008 0.350 -0.629
*
```

Here are the Mulliken charges for atoms 1 to 8, given in e: 0.075, -1.014, -0.631, -0.351, 0.117, -0.345, 0.385, 0.355

***

# 2
ORCA calculation (ωB97M-V/def2-TZVPD) on a 2-piece molecular cluster, C3H9N4 overall.

Energy relative to the best compared isomer or geometry (same formula, charge and spin)   111.81 kcal/mol
Kohn-Sham gap (alpha / beta)   7.858 / 6.340 eV
HOMO energy (alpha / beta)   -0.5078 / -0.4743 hartree

The geometry in ORCA input format:
```
! RIJCOSX wB97M-V def2-TZVPD def2/J DEFGRID3
* xyz 1 1
C 0.903 -2.477 0.825
C -0.322 -3.179 0.873
C 1.148 -0.791 -0.839
N 1.401 -1.875 -0.201
N 0.472 0.266 -0.364
N -1.442 3.355 0.385
N 0.200 1.257 -1.062
H 1.746 -2.811 1.576
H -0.344 -4.002 1.542
H -0.912 -3.149 0.025
H 1.657 -0.695 -1.779
H -1.173 3.470 1.360
H -1.201 4.207 -0.127
H -0.159 2.001 -0.530
H -2.459 3.151 0.363
H 0.485 1.272 -2.048
*
```

Here are the Mulliken charges for atoms 1 to 8, given in e: 0.172, -0.698, -0.005, -0.189, -0.176, -0.841, -0.018, 0.285

***

# 3
ORCA calculation (ωB97M-V/def2-TZVPD) on an isolated ion of composition C3H9N4 and charge +1.

Energy relative to the best compared isomer or geometry (same formula, charge and spin)   73.99 kcal/mol
Kohn-Sham gap (alpha / beta)   7.657 / 5.749 eV
HOMO energy (alpha / beta)   -0.4100 / -0.5128 hartree

The geometry in ORCA input format:
```
! RIJCOSX wB97M-V def2-TZVPD def2/J DEFGRID3
* xyz 1 3
C -1.760 -1.046 0.200
C -2.002 1.183 0.074
C 1.338 0.638 0.117
N -2.443 -0.005 -0.015
N -0.479 -1.064 -0.248
N 2.384 -0.495 0.117
N 0.034 0.171 -0.610
H -2.169 -2.029 0.654
H -2.357 1.849 -0.667
H -1.293 1.571 0.802
H 1.741 1.365 -0.560
H 1.036 0.893 1.115
H -0.014 -1.932 -0.202
H 2.241 -1.127 0.901
H 3.454 -0.215 -0.057
H 0.289 0.245 -1.622
*
```

Here are the Mulliken charges for atoms 1 to 8, given in e: 0.001, -0.345, -0.274, -0.210, -0.032, -0.568, -0.320, 0.360

***

# 4
ORCA calculation (ωB97M-V/def2-TZVPD) on an isolated ion of composition C3H9N4O2 and charge +1.

Energy relative to the best compared isomer or geometry (same formula, charge and spin)   0.00 kcal/mol
Kohn-Sham gap   11.178 eV
HOMO energy   -0.5334 hartree
SMILES   CC(=O)NN/[NH+]=C(/N)O

The geometry in ORCA input format:
```
! RIJCOSX wB97M-V def2-TZVPD def2/J DEFGRID3
* xyz 1 1
C -0.489 -0.081 -1.516
C 0.934 0.782 2.188
C -0.602 -1.132 -2.663
N 2.202 0.862 2.562
N -0.719 -0.463 -0.218
N 0.426 1.165 1.033
N -0.828 0.581 0.640
O -0.288 1.098 -1.663
O 0.252 0.053 2.998
H 0.401 -1.463 -2.751
H -0.941 -0.671 -3.550
H -1.203 -2.115 -2.515
H 2.904 1.471 1.966
H 2.530 0.453 3.337
H -0.995 -1.364 0.154
H 1.036 1.563 0.287
H -1.190 1.301 0.011
H -0.469 -0.396 2.513
*
```

Here are the Mulliken charges for atoms 1 to 8, given in e: 0.733, 0.656, -0.971, -0.361, 0.010, -0.035, -0.678, -0.628

***

# 5
ORCA calculation (ωB97M-V/def2-TZVPD) on C3H9N5 as an isolated structure.

Energy relative to the best compared isomer or geometry (same formula, charge and spin)   156.05 kcal/mol
Kohn-Sham gap   8.568 eV
HOMO energy   -0.2964 hartree

The geometry in ORCA input format:
```
! RIJCOSX wB97M-V def2-TZVPD def2/J DEFGRID3
* xyz 0 1
C -2.624 -0.534 0.062
C 1.068 -0.737 -0.144
C 1.464 0.566 0.481
H -3.224 -1.649 0.253
H -3.306 0.612 0.443
H -2.180 -0.259 -1.104
H -0.993 -1.017 1.460
H -0.357 -1.858 -0.709
H 1.641 -2.546 -0.512
H 2.328 0.605 1.167
H -1.102 1.431 -0.139
H -0.373 3.073 -0.783
N -1.251 -0.491 0.545
N -0.315 -0.904 -0.480
N 2.050 -1.619 -0.139
N 0.957 1.828 0.182
N -0.282 2.019 -0.461
*
```

Here are the Mulliken charges for atoms 1 to 8, given in e: -0.733, 0.507, -0.257, 0.246, 0.217, 0.355, 0.289, 0.268

***

# 6
ORCA calculation (ωB97M-V/def2-TZVPD) on an isolated ion of composition C3H9N5 and charge +2.

Energy relative to the best compared isomer or geometry (same formula, charge and spin)   134.14 kcal/mol
Kohn-Sham gap (alpha / beta)   7.253 / 7.802 eV
HOMO energy (alpha / beta)   -0.6971 / -0.7110 hartree

The geometry in ORCA input format:
```
! RIJCOSX wB97M-V def2-TZVPD def2/J DEFGRID3
* xyz 2 1
C -0.667 -1.476 -1.282
C -0.902 0.146 1.463
C 1.056 0.794 0.064
N -0.920 -1.724 -0.068
N 0.208 -0.592 -1.915
N -0.247 1.026 0.540
N -1.143 -1.205 1.041
N 1.137 0.160 -1.270
H -1.120 -2.233 -1.858
H -0.485 0.118 2.418
H -1.919 0.644 1.518
H 1.864 1.680 0.046
H 1.420 0.059 0.825
H 0.147 -0.604 -2.941
H -0.936 1.706 0.159
H -1.424 -1.935 1.787
H 2.098 0.294 -1.690
*
```

Here are the Mulliken charges for atoms 1 to 8, given in e: 0.003, -0.577, -0.415, -0.321, 0.020, -0.255, 0.342, -0.044

***

# 7
ORCA calculation (ωB97M-V/def2-TZVPD) on C3H9N5O as an isolated structure.

Energy relative to the best compared isomer or geometry (same formula, charge and spin)   148.74 kcal/mol
Kohn-Sham gap   8.963 eV
HOMO energy   -0.3047 hartree

The geometry in ORCA input format:
```
! RIJCOSX wB97M-V def2-TZVPD def2/J DEFGRID3
* xyz 0 1
C -0.444 2.159 -2.009
C -1.403 0.459 -0.383
C 0.686 -0.925 1.233
H 0.385 2.949 -1.731
H -1.532 2.621 -2.009
H -0.245 1.587 -3.167
H 1.236 0.589 -0.459
H -1.980 1.372 -0.564
H -1.176 -2.088 1.490
H 2.608 -1.864 1.153
H 1.056 -2.881 0.560
H 0.086 0.984 1.257
N -0.321 1.026 -0.979
N -1.734 -0.465 0.517
N -0.561 -1.299 0.975
N 1.586 -1.969 1.284
N 0.991 0.398 1.211
O 0.849 0.342 -1.329
*
```

Here are the Mulliken charges for atoms 1 to 8, given in e: -0.813, 0.132, 0.864, 0.277, 0.283, 0.250, 0.489, 0.208

***

# 8
ORCA calculation (ωB97M-V/def2-TZVPD) on one molecule with the formula C3H9N5O.

Energy relative to the best compared isomer or geometry (same formula, charge and spin)   49.20 kcal/mol
Kohn-Sham gap   9.702 eV
HOMO energy   -0.3317 hartree
SMILES   [H]/N=C(/C(=O)NN)N(C)N

The geometry in ORCA input format:
```
! RIJCOSX wB97M-V def2-TZVPD def2/J DEFGRID3
* xyz 0 1
C 2.599 -0.400 -0.029
C 0.188 -0.440 -0.083
C -1.056 0.338 -0.140
H 2.946 -0.504 -1.076
H 2.520 -1.472 0.398
H 3.259 0.085 0.559
H 0.891 1.963 0.906
H 0.803 1.934 -0.832
H 0.973 -2.209 0.113
H -2.060 -1.530 0.038
H -3.453 0.389 0.984
H -3.572 0.673 -0.567
N 1.332 0.279 0.008
N 1.387 1.640 0.048
N 0.083 -1.688 -0.094
N -2.120 -0.551 -0.159
N -3.469 -0.072 0.115
O -1.252 1.566 -0.190
*
```

Here are the Mulliken charges for atoms 1 to 8, given in e: -1.008, 0.783, 0.310, 0.291, 0.286, 0.354, 0.293, 0.329

***

# 9
ORCA calculation (ωB97M-V/def2-TZVPD) on a 2-piece molecular cluster, C3H9NO overall.

Energy relative to the best compared isomer or geometry (same formula, charge and spin)   30.81 kcal/mol
Kohn-Sham gap   8.467 eV
HOMO energy   -0.2867 hartree
SMILES   C/C=C/N.O

The geometry in ORCA input format:
```
! RIJCOSX wB97M-V def2-TZVPD def2/J DEFGRID3
* xyz 0 1
C -2.464 0.407 -0.253
C -0.977 0.251 -0.303
C -0.137 0.921 0.506
N 1.253 0.883 0.427
H -2.938 -0.054 0.623
H -2.692 1.464 -0.207
H -3.005 -0.076 -1.068
H -0.484 -0.369 -1.057
H -0.443 1.503 1.381
H 1.805 0.622 1.232
H 1.583 0.236 -0.284
H 2.102 -1.954 -0.658
H 3.526 -2.267 -0.133
O 2.870 -1.567 -0.206
*
```

Here are the Mulliken charges for atoms 1 to 8, given in e: -1.090, -0.110, -0.048, -0.540, 0.253, 0.284, 0.317, 0.193

***

# 10
ORCA calculation (ωB97M-V/def2-TZVPD) on a 2-piece molecular cluster, C3H9NO overall.

Energy relative to the best compared isomer or geometry (same formula, charge and spin)   55.90 kcal/mol
Kohn-Sham gap   10.748 eV
HOMO energy   -0.3623 hartree
SMILES   C=N.CCO

The geometry in ORCA input format:
```
! RIJCOSX wB97M-V def2-TZVPD def2/J DEFGRID3
* xyz 0 1
C 2.729 -2.494 -0.749
N 2.020 -3.548 -0.776
H 3.532 -2.263 -0.061
H 2.298 -1.747 -1.435
H 2.530 -4.385 -0.485
H -2.677 1.864 2.240
C -1.322 2.065 0.782
O -2.639 2.048 1.299
C -1.232 1.185 -0.446
H -0.660 1.598 1.521
H -0.964 3.074 0.559
H -1.451 0.121 -0.265
H -0.235 1.186 -0.893
H -1.928 1.296 -1.292
*
```

Here are the Mulliken charges for atoms 1 to 8, given in e: -0.256, -0.455, 0.252, 0.235, 0.225, 0.309, -0.076, -0.530

***

# 11
ORCA calculation (ωB97M-V/def2-TZVPD) on a 2-piece molecular cluster, C3H9NO overall.

Energy relative to the best compared isomer or geometry (same formula, charge and spin)   46.74 kcal/mol
Kohn-Sham gap   9.017 eV
HOMO energy   -0.2974 hartree
SMILES   C/C=C/N.O

The geometry in ORCA input format:
```
! RIJCOSX wB97M-V def2-TZVPD def2/J DEFGRID3
* xyz 0 1
C -1.135 0.791 1.330
C -1.268 -0.305 0.382
C -1.025 -1.634 0.662
N -1.203 -2.688 -0.277
H -0.080 0.896 1.640
H -1.839 0.769 2.140
H -1.291 1.675 0.694
H -1.881 -0.167 -0.636
H -0.862 -2.107 1.631
H -0.398 -3.273 -0.212
H -1.127 -2.232 -1.128
H 4.211 3.415 -2.434
H 4.024 1.969 -2.079
O 3.874 2.891 -1.712
*
```

Here are the Mulliken charges for atoms 1 to 8, given in e: -0.992, -0.129, -0.130, -0.603, 0.263, 0.278, 0.309, 0.163

***

# 12
ORCA calculation (ωB97M-V/def2-TZVPD) on C3H9NO as an isolated structure.

Energy relative to the best compared isomer or geometry (same formula, charge and spin)   100.31 kcal/mol
Kohn-Sham gap   10.255 eV
HOMO energy   -0.3409 hartree

The geometry in ORCA input format:
```
! RIJCOSX wB97M-V def2-TZVPD def2/J DEFGRID3
* xyz 0 1
C -2.110 -0.259 0.310
C 1.258 -1.037 -0.340
C 1.078 1.298 0.148
N 0.681 -0.056 0.486
O -0.863 -0.172 -0.333
H -2.612 -1.170 -0.045
H -2.126 -0.263 1.406
H -2.756 0.579 0.014
H 1.054 1.498 -0.929
H 1.236 -2.035 0.102
H 2.217 -0.811 -0.818
H 0.411 -1.041 -1.153
H 2.106 1.459 0.496
H 0.426 2.011 0.656
*
```

Here are the Mulliken charges for atoms 1 to 8, given in e: -0.676, -0.704, -0.703, -0.123, -0.398, 0.254, 0.289, 0.235

***

Number 1: DFT total energy -338.3630 Eh. Number 2: DFT total energy -338.3427 Eh. Number 3: DFT total energy -338.2408 Eh. Number 4: DFT total energy -488.9315 Eh. Number 5: DFT total energy -393.2648 Eh. Number 6: DFT total energy -392.6363 Eh. Number 7: DFT total energy -468.4892 Eh. Number 8: DFT total energy -468.6478 Eh. Number 9: DFT total energy -249.6646 Eh. Number 10: DFT total energy -249.6246 Eh. Number 11: DFT total energy -249.6392 Eh. Number 12: DFT total energy -249.5538 Eh.